# 1
Below is 2 unconnected molecules or ions with the total composition C27H32N3O3, with properties calculated with the ωB97M-V functional and the def2-TZVPD basis.

The spin multiplicity is 1. The LUMO energy comes out at -4.76 eV. The energy relative to the best compared isomer or geometry (same formula, charge and spin) comes out at 41.37 kcal per mole. The total energy comes out at -39122.789 eV. As for the net charge: +1. The HOMO-LUMO gap is 6.130 eV. The largest force on an atom is 0.0266 hartree/bohr.

XYZ file:
```
65
Properties=species:S:1:pos:R:3:forces:R:3
C 6.713234 1.760519 5.301223 0.20 0.29 -0.08
C 5.580440 0.743059 5.384412 0.50 -0.11 0.14
N 4.930375 0.595092 4.084183 -1.14 -0.71 -0.24
C 3.716702 -0.109392 4.091301 0.55 0.46 -0.16
C 3.575230 -1.340562 3.413513 -0.11 -0.14 -0.18
C 2.348665 -1.967989 3.377643 -0.01 0.19 -0.13
C 1.179672 -1.326600 3.879754 0.10 0.06 -0.10
C -0.063818 -1.939936 3.625492 0.48 0.44 0.83
C -1.326023 -1.312626 3.792564 -0.83 0.55 -0.05
C -1.530539 0.058581 3.460049 0.05 -0.37 0.10
C -2.799540 0.610825 3.489319 -0.09 -0.20 0.09
C -3.887297 -0.148127 3.968648 -0.02 0.01 0.16
N -5.198372 0.384377 4.010973 0.38 -0.62 -0.27
C -5.582008 0.908861 5.322586 0.12 0.43 -0.02
C -7.046041 1.334694 5.327996 -0.19 0.07 -0.09
O -7.387676 2.130468 4.191461 0.30 -0.77 -0.06
C -7.093006 1.460150 2.961931 -0.02 0.36 0.11
C -5.598911 1.189102 2.854000 0.17 0.28 0.35
C -3.672813 -1.470856 4.429011 -0.04 0.31 -0.06
C -2.440886 -2.066288 4.261305 0.35 0.14 -0.19
C 1.345591 -0.098221 4.606301 0.49 0.07 -0.12
C 2.601073 0.463092 4.752636 -0.55 -0.26 0.07
C 5.840167 0.335141 2.970195 0.31 -0.19 0.34
C 6.855560 1.468115 2.935113 0.36 0.03 0.17
O 7.566059 1.564633 4.172399 -0.74 -0.15 -0.08
H 6.277642 2.777718 5.294760 0.27 -0.23 -0.09
H 7.382592 1.639389 6.165211 -0.38 0.21 -0.17
H 6.009187 -0.227295 5.713348 -0.29 0.24 -0.16
H 4.833232 1.068486 6.116325 0.26 -0.09 -0.05
H 4.441125 -1.802926 2.933230 -0.34 0.15 0.26
H 2.235535 -2.946486 2.909167 0.06 0.25 0.04
H -0.051300 -2.969808 3.278987 -0.01 0.09 0.16
H -0.681956 0.666907 3.145150 -0.29 -0.22 -0.11
H -2.959066 1.647150 3.182353 0.09 -0.41 0.07
H -5.411981 0.118627 6.064983 -0.07 0.26 -0.05
H -4.958380 1.787114 5.589423 -0.07 -0.26 -0.08
H -7.675236 0.425383 5.387101 0.02 0.41 -0.11
H -7.235945 1.996110 6.184794 0.00 -0.45 -0.12
H -7.640190 0.500263 2.869258 0.06 0.44 0.14
H -7.410865 2.166629 2.182120 0.06 -0.41 0.12
H -5.049794 2.148883 2.824655 -0.25 -0.13 -0.10
H -5.379033 0.617125 1.942291 -0.04 0.18 0.20
H -4.515166 -2.012319 4.865765 0.27 0.11 -0.28
H -2.281902 -3.113993 4.521904 -0.13 0.26 -0.05
H 0.476224 0.396442 5.041282 0.31 -0.23 -0.02
H 2.743078 1.390487 5.313783 -0.13 -0.32 -0.24
H 6.360807 -0.631831 3.104638 -0.04 0.25 -0.12
H 5.269597 0.318203 2.033828 0.10 -0.02 0.21
H 7.633908 1.260395 2.187003 -0.37 0.17 0.12
H 6.329433 2.412591 2.692825 0.28 -0.25 0.15
C 1.270719 -5.073010 -3.443837 -0.31 -0.12 0.33
O 0.449589 -5.597405 -2.375404 0.07 0.70 0.43
C 0.277298 -4.868191 -1.238022 0.30 -0.03 -0.23
C -0.487939 -5.471259 -0.215468 0.32 0.41 -0.14
C -0.612571 -4.802047 0.993833 0.28 0.15 -0.56
N -0.040157 -3.607763 1.240317 0.03 -0.07 -0.40
C 0.649311 -3.022190 0.251131 -0.27 -0.61 -0.21
C 0.837605 -3.592100 -1.012389 -0.19 -0.39 0.21
H 1.260259 -5.872437 -4.184982 0.10 0.23 0.03
H 0.837332 -4.157932 -3.869427 0.05 -0.22 0.13
H 2.299785 -4.879459 -3.111415 -0.27 -0.09 0.02
H -0.934978 -6.447487 -0.382894 0.08 0.20 0.03
H -1.194787 -5.247433 1.802267 0.18 0.13 -0.15
H 1.085038 -2.045017 0.470114 -0.09 -0.20 -0.02
H 1.422785 -3.066987 -1.769835 -0.24 -0.23 0.27
```
Positions in Å, forces in eV/Å.

# 2
Below is C27H32N4O6 in the gas phase, with properties calculated with the ωB97M-V functional and the def2-TZVPD basis.

The spin multiplicity is 1. The LUMO energy comes out at -0.44 eV. The energy relative to the best compared isomer or geometry (same formula, charge and spin) comes out at 125.33 kcal per mole. The total energy comes out at -46761.474 eV. The SMILES is CCOCCCN(C)C1CCN(C(=O)c2oc3ccccc3c2NC(=O)c2cccc([N+](=O)[O-])c2)CC1. The HOMO-LUMO gap is 7.711 eV. The largest force on an atom is 0.0250 hartree/bohr.

XYZ file:
```
69
Properties=species:S:1:pos:R:3:forces:R:3
C -4.011588 -1.384832 -4.153241 0.14 -0.13 0.40
C -3.123312 -1.992944 -3.070315 0.06 0.02 -0.33
O -3.458759 -1.592111 -1.761194 -0.07 0.09 0.21
C -4.664871 -2.130530 -1.256029 -0.16 -0.13 0.19
C -4.718857 -1.864065 0.244768 0.09 0.27 -0.38
C -4.760191 -0.346889 0.519247 -0.02 -0.14 -0.04
N -4.373519 0.096220 1.837908 -0.17 0.02 0.16
C -5.090121 -0.569542 2.900392 0.13 0.05 -0.06
C -2.984362 0.390853 2.143797 0.14 0.21 0.13
C -1.966945 -0.774605 2.096286 -0.13 0.11 -0.09
C -1.303715 -0.971973 0.733914 0.10 -0.49 0.31
N -0.699988 0.278092 0.316022 0.06 -0.12 -0.06
C 0.633445 0.410276 0.355883 -0.24 -0.05 -0.10
O 1.354236 -0.568218 0.620961 0.15 -0.01 0.04
C 1.298325 1.683055 0.064757 1.28 -0.02 -0.04
O 0.655814 2.882309 -0.103268 -0.25 0.22 0.03
C 1.611312 3.811822 -0.324207 0.89 -0.07 -0.05
C 1.404376 5.165295 -0.543043 -0.22 -0.13 0.03
C 2.522687 5.946706 -0.746135 -0.12 -0.04 0.01
C 3.805579 5.394801 -0.731606 0.11 0.03 -0.01
C 4.012778 4.051136 -0.514113 0.09 0.10 -0.02
C 2.898490 3.237045 -0.305554 -0.45 0.29 -0.02
C 2.671366 1.845737 -0.042613 -0.94 -0.08 0.00
N 3.524439 0.774489 0.104992 -0.29 -0.48 0.15
C 4.866690 0.670558 -0.041607 0.00 -0.02 -0.01
O 5.629121 1.580624 -0.299527 0.03 0.06 0.02
C 5.374279 -0.727171 0.165591 0.33 -0.25 0.00
C 6.701853 -0.867928 0.568268 -0.11 0.08 -0.03
C 7.259707 -2.119092 0.767257 -0.11 0.08 -0.03
C 6.502001 -3.253991 0.545577 -0.27 -0.19 -0.09
C 5.187085 -3.111468 0.118333 0.72 0.99 0.25
N 4.403174 -4.295147 -0.145734 -0.26 -0.45 -0.11
O 4.868362 -5.362348 0.194654 0.07 -0.28 0.07
O 3.333459 -4.153248 -0.695855 -0.28 0.02 -0.12
C 4.609721 -1.862943 -0.070635 0.01 -0.17 0.03
C -1.704600 1.278187 0.058793 -0.30 0.62 -0.06
C -2.464658 1.607585 1.348727 0.03 -0.19 -0.08
H -4.045225 -0.303411 -4.043966 -0.01 0.11 -0.03
H -3.605437 -1.627621 -5.131067 0.01 -0.02 -0.14
H -5.024774 -1.774945 -4.093588 -0.11 -0.01 -0.06
H -3.147472 -3.090847 -3.141676 0.07 0.09 0.03
H -2.091241 -1.657581 -3.204740 -0.07 -0.12 -0.05
H -5.531067 -1.665453 -1.748367 0.03 -0.07 -0.01
H -4.697330 -3.213289 -1.450643 -0.03 0.11 -0.03
H -5.602502 -2.352303 0.658064 0.01 -0.06 0.05
H -3.837590 -2.308527 0.704615 0.02 -0.09 0.06
H -4.125159 0.149349 -0.209026 -0.07 0.05 -0.05
H -5.788050 0.001030 0.351121 0.05 -0.03 -0.14
H -4.974966 -0.001723 3.824221 -0.03 -0.03 0.06
H -6.148326 -0.590720 2.642463 -0.11 -0.06 0.05
H -4.761896 -1.601640 3.089446 -0.04 -0.06 0.03
H -3.026597 0.713777 3.192893 0.04 -0.04 -0.15
H -1.177457 -0.558371 2.820428 0.04 -0.06 0.02
H -2.451682 -1.699318 2.410804 0.01 -0.06 0.08
H -2.022381 -1.271014 -0.031477 0.07 0.00 0.03
H -0.517071 -1.724937 0.806401 -0.19 0.07 -0.08
H 0.407683 5.576544 -0.551287 -0.11 0.06 0.00
H 2.404034 7.005553 -0.920019 -0.03 0.09 -0.01
H 4.654221 6.041533 -0.895436 0.08 0.04 -0.01
H 5.001714 3.624178 -0.506277 0.01 0.00 0.00
H 2.968691 -0.055685 0.367090 0.25 0.20 -0.02
H 7.284086 0.028618 0.720310 0.04 0.06 0.00
H 8.285604 -2.209979 1.088464 0.08 -0.02 0.03
H 6.907567 -4.244547 0.683821 0.00 -0.02 0.01
H 3.583654 -1.818681 -0.406055 -0.04 0.02 -0.02
H -2.375503 0.868864 -0.703060 0.09 0.06 0.01
H -1.257489 2.186678 -0.336111 -0.15 -0.20 -0.02
H -1.781397 2.162792 1.994940 0.04 0.06 -0.01
H -3.309425 2.255964 1.116289 -0.02 0.06 0.05
```
Positions in Å, forces in eV/Å.

# 3
Below is C27H32N6O3 in the gas phase, with properties calculated with the ωB97M-V functional and the def2-TZVPD basis.

The spin multiplicity is 1. The LUMO energy comes out at 0.61 eV. The energy relative to the best compared isomer or geometry (same formula, charge and spin) comes out at 5.18 kcal per mole. The total energy comes out at -43603.088 eV. The SMILES is COc1ccc(N2CCN(Cc3nc4c(c(=O)n(C)c(=O)n4C)n3Cc3cccc(C)c3)CC2)cc1. The HOMO-LUMO gap is 7.857 eV. The largest force on an atom is 0.0275 hartree/bohr.

XYZ file:
```
68
Properties=species:S:1:pos:R:3:forces:R:3
C -5.969430 -0.310838 2.744715 -0.04 0.01 0.19
O -5.639158 -0.386330 1.381839 0.13 0.04 -0.31
C -4.664169 0.448151 0.905319 0.02 -0.03 -0.17
C -4.382268 0.352529 -0.454606 -0.19 -0.06 0.33
C -3.408911 1.135318 -1.038583 0.11 0.07 -0.01
C -2.669101 2.056221 -0.288355 -0.31 -0.08 0.23
N -1.717170 2.912712 -0.847766 0.04 0.38 -0.15
C -0.455519 3.080882 -0.155052 0.33 -0.28 0.18
C 0.478328 1.904373 -0.451451 -0.03 0.28 0.22
N 0.725618 1.813923 -1.881824 0.03 0.02 0.00
C 1.675128 0.762870 -2.203563 0.07 0.21 -0.08
C 1.297044 -0.584326 -1.667471 0.21 -0.20 0.18
N 0.091997 -1.114837 -1.811297 -0.43 -0.24 -0.13
C 0.124710 -2.275962 -1.126707 1.34 0.21 0.40
C 1.374991 -2.471672 -0.564657 -0.78 -0.08 -0.24
C 1.693617 -3.643653 0.187190 -0.07 0.28 -0.18
O 2.759188 -3.922281 0.708576 0.15 -0.06 0.10
N 0.596373 -4.503181 0.277640 0.15 -0.15 0.15
C 0.832741 -5.729895 1.022162 0.02 -0.27 0.18
C -0.676522 -4.323108 -0.253603 -0.21 0.09 -0.13
O -1.554783 -5.144241 -0.097512 -0.21 -0.19 0.05
N -0.890278 -3.165322 -0.969490 -0.03 -0.09 -0.02
C -2.193265 -2.881402 -1.531581 -0.31 0.01 -0.08
N 2.115907 -1.367250 -0.925449 -0.41 -0.15 -0.29
C 3.472641 -1.114461 -0.493770 0.51 0.16 0.18
C 3.516098 0.006453 0.515515 0.07 0.04 0.00
C 2.723634 -0.066671 1.654781 0.04 -0.01 0.01
C 2.728600 0.971676 2.566721 -0.08 -0.10 0.01
C 3.524299 2.084378 2.352223 0.06 0.05 -0.07
C 4.332429 2.168837 1.226936 -0.02 0.02 0.07
C 5.189566 3.370885 0.974042 -0.03 0.03 -0.04
C 4.315438 1.120581 0.313906 -0.07 -0.13 0.12
C -0.520877 1.689742 -2.628884 -0.37 0.15 -0.08
C -1.451855 2.850691 -2.269065 0.11 -0.19 -0.24
C -2.981667 2.157623 1.069049 0.15 0.00 -0.16
C -3.951656 1.369917 1.660960 -0.21 -0.24 0.13
H -6.755539 -1.048382 2.899764 0.05 0.07 0.05
H -6.347460 0.681375 3.014315 0.03 -0.03 0.00
H -5.113497 -0.557579 3.382365 -0.03 0.02 -0.02
H -4.943028 -0.354853 -1.046043 -0.07 -0.08 -0.08
H -3.233999 1.011450 -2.094587 0.07 0.00 -0.09
H -0.606857 3.157561 0.919694 0.02 0.06 -0.04
H 0.003188 4.007923 -0.510682 0.01 -0.01 0.08
H 1.435945 2.052104 0.054489 0.00 -0.04 0.06
H 0.010406 0.986110 -0.055252 0.06 0.03 0.02
H 1.754995 0.711586 -3.294234 0.09 -0.03 0.07
H 2.644186 1.055174 -1.793240 0.00 -0.08 -0.12
H 1.596444 -6.322018 0.517645 -0.02 0.00 0.07
H -0.101277 -6.282313 1.074885 0.12 0.07 -0.01
H 1.189849 -5.482508 2.021572 0.00 -0.06 -0.06
H -2.094405 -2.699975 -2.601264 -0.05 0.00 0.01
H -2.830941 -3.743328 -1.347935 0.06 0.11 -0.04
H -2.615868 -1.993869 -1.057940 -0.02 -0.01 -0.04
H 4.096653 -0.880418 -1.361438 -0.05 -0.05 0.11
H 3.830890 -2.042589 -0.036909 -0.03 0.13 -0.18
H 2.109525 -0.938555 1.824580 -0.10 -0.11 0.02
H 2.110987 0.914032 3.450477 -0.06 -0.01 0.09
H 3.520835 2.892857 3.068657 0.02 0.09 0.07
H 5.287674 3.974768 1.872268 0.05 0.07 0.03
H 4.745301 3.988372 0.192918 0.04 0.09 -0.03
H 6.181211 3.072503 0.639794 0.08 0.04 -0.01
H 4.943425 1.177732 -0.565288 0.06 0.00 -0.14
H -0.278074 1.729801 -3.693926 -0.05 -0.04 -0.04
H -1.010791 0.731330 -2.413438 0.00 0.21 -0.13
H -2.388730 2.780419 -2.821392 0.03 0.03 -0.03
H -0.965910 3.792933 -2.542763 -0.06 -0.04 -0.05
H -2.471812 2.880701 1.686984 0.04 0.08 0.02
H -4.145077 1.495355 2.715063 -0.04 -0.01 0.09
```
Positions in Å, forces in eV/Å.